29
Properties=species:S:1:pos:R:3:mulliken_charge:R:1 method="wB97M-V/def2-TZVPD" homo_lumo_gap_ha=0.3708 homo_ev=-9.34 total_energy_ha=-1545.09289 e_lumo_ev=0.8 charge=0
O -0.388 -0.347 0.785 -0.639
Cl 1.372 -2.662 -2.124 -0.230
N 1.864 0.861 -1.064 -0.313
O 3.146 0.353 -0.769 -0.225
O -0.198 -0.251 -1.679 -0.414
O -1.420 1.829 -0.177 -0.332
O -2.676 -0.390 -0.493 -0.468
C 1.086 -0.211 -1.247 0.291
C 1.993 -1.224 -1.459 0.528
C 3.267 -0.958 -1.079 0.248
C 4.629 -1.728 -1.109 -1.055
C -1.134 3.807 1.136 -1.170
C -2.788 -2.404 0.847 -0.988
C -0.622 2.503 0.776 -0.150
C -3.185 -0.950 0.689 -0.292
P -1.099 0.172 -0.364 0.981
H 4.463 -2.780 -1.427 0.287
H 5.179 -1.629 -0.113 0.297
H 5.187 -1.271 -1.863 0.343
H -1.669 3.732 2.121 0.261
H -1.866 4.171 0.394 0.299
H -0.254 4.377 1.410 0.341
H -3.117 -2.839 1.793 0.372
H -1.696 -2.420 0.914 0.254
H -3.002 -2.934 -0.110 0.267
H -0.247 1.876 1.601 0.412
H 0.304 2.499 0.312 0.399
H -2.887 -0.377 1.606 0.248
H -4.240 -0.805 0.694 0.447

***

16
Properties=species:S:1:pos:R:3:mulliken_charge:R:1 method="wB97M-V/def2-TZVPD" relative_energy_kj_mol=694.9 homo_lumo_gap_ha=0.3511 homo_ev=-8.67 total_energy_ha=-383.64544 e_lumo_ev=0.9 charge=0
C 2.423 -0.444 -0.191 -0.551
C 0.378 0.521 -0.047 0.177
C -0.607 1.478 -0.153 -0.732
C -1.801 0.591 -0.197 -0.100
C -1.525 -0.515 0.854 -0.448
C -0.600 -0.746 -0.298 -0.228
H 3.456 -0.087 -0.438 0.264
H 1.987 -1.292 -1.080 0.209
H 2.434 -0.939 0.882 0.249
H -0.166 2.413 -0.093 0.470
H -2.654 1.145 -0.013 0.628
H -0.847 -0.021 1.744 0.201
H -2.348 -1.061 1.464 0.287
H -0.306 -1.595 -0.969 0.440
O 1.808 0.778 -0.175 -0.351
O -1.633 -0.226 -1.289 -0.514

***

17
Properties=species:S:1:pos:R:3:mulliken_charge:R:1 method="wB97M-V/def2-TZVPD" relative_energy_kj_mol=234.6 homo_lumo_gap_ha=0.3649 homo_ev=-9.27 total_energy_ha=-326.04211 e_lumo_ev=0.7 smiles=CNCCO.O charge=0
C -0.070 0.381 -2.647 -0.721
N 0.536 0.805 -1.409 -0.447
C 0.940 -0.312 -0.377 -0.419
C 1.027 0.273 1.018 -0.496
O 0.016 -0.348 1.861 -0.469
H -0.734 -0.568 -2.656 0.251
H 0.618 0.229 -3.502 0.253
H -0.692 1.325 -2.940 0.281
H -0.233 1.257 -0.699 0.261
H 0.269 -1.138 -0.481 0.333
H 1.865 -0.855 -0.636 0.361
H 2.066 0.116 1.453 0.216
H 0.532 1.314 0.954 0.278
H 0.348 -1.130 2.268 0.274
O -2.249 -0.395 2.936 -0.578
H -1.606 -1.012 2.643 0.345
H -2.634 0.056 2.215 0.276